Entry 1:
Computed, not measured: C14H38GaO10S3 as an isolated structure, with the ωB97M-V functional and the def2-TZVPD basis.

The value obtained for the highest occupied orbital energy is -4.0 eV. The total energy is -120488.3447 eV. The value obtained for the frontier orbital gap is 6.042 eV.

ORCA input file:
```
! wB97M-V def2-TZVPD RIJCOSX def2/J DEFGRID3
* xyz -1 1
C 5.740 4.481 0.946
O 4.375 4.694 0.650
C 3.830 5.867 1.178
C 2.363 5.851 0.851
C 1.642 4.644 1.496
C 1.412 3.445 0.552
Ga 2.524 1.765 0.970
H 6.066 5.056 1.806
H 5.861 3.426 1.145
H 6.342 4.744 0.079
H 4.334 6.745 0.751
H 3.976 5.926 2.260
H 1.895 6.781 1.149
H 2.320 5.722 -0.222
H 2.203 4.302 2.356
H 0.675 5.018 1.813
H 1.625 3.727 -0.469
H 0.374 3.143 0.609
H 3.616 2.122 2.130
H 1.618 0.525 1.505
H 3.385 1.300 -0.327
O -2.128 1.485 2.926
S -2.353 0.659 1.780
O -2.169 1.173 0.459
O -3.852 0.079 1.885
C -4.903 1.031 2.094
C -5.259 1.794 0.831
C -1.498 -0.863 1.947
H -4.627 1.710 2.903
H -5.757 0.445 2.431
H -4.442 2.442 0.517
H -6.141 2.412 1.003
H -5.465 1.103 0.013
H -1.694 -1.262 2.939
H -0.434 -0.651 1.817
H -1.838 -1.544 1.172
O 0.808 -2.782 0.777
S 2.159 -3.170 0.506
O 2.973 -2.434 -0.400
O 2.124 -4.706 0.051
C 1.181 -4.992 -1.000
C 1.677 -4.550 -2.364
C 3.023 -3.370 2.024
H 0.224 -4.527 -0.761
H 1.032 -6.071 -0.987
H 1.762 -3.466 -2.416
H 0.980 -4.873 -3.138
H 2.663 -4.966 -2.573
H 2.419 -3.971 2.699
H 3.173 -2.369 2.426
H 3.979 -3.845 1.821
O -4.012 -4.396 -2.651
S -2.863 -3.726 -3.180
O -1.590 -3.874 -2.550
O -3.185 -2.180 -3.328
C -3.647 -1.471 -2.152
C -2.527 -1.158 -1.178
C -2.706 -4.086 -4.896
H -4.448 -2.041 -1.677
H -4.080 -0.549 -2.535
H -2.126 -2.067 -0.729
H -2.893 -0.514 -0.379
H -1.705 -0.651 -1.682
H -3.668 -3.933 -5.377
H -2.398 -5.126 -4.977
H -1.946 -3.434 -5.319
*
```

***

Entry 2:
Computed, not measured: one molecule with the formula C18H20ClNO3S, with the ωB97M-V functional and the def2-TZVPD basis.

As for the structure (SMILES): COc1ccc(C(=O)NCCSCc2ccccc2Cl)cc1OC. The value obtained for the highest occupied orbital energy is -8.2 eV. The total energy is -49980.8100 eV. The value obtained for the frontier orbital gap is 8.786 eV.

ORCA input file:
```
! wB97M-V def2-TZVPD RIJCOSX def2/J DEFGRID3
* xyz 0 1
C -1.166 -4.529 -4.010
H -0.712 -4.968 -3.116
O -2.172 -3.604 -3.682
C -1.833 -2.476 -2.979
C -0.542 -2.225 -2.529
C -0.229 -1.094 -1.798
C -1.220 -0.168 -1.502
C -2.506 -0.395 -1.974
C -2.841 -1.530 -2.702
O -4.154 -1.597 -3.054
C -4.621 -2.542 -3.990
H -5.664 -2.275 -4.163
H -4.071 -2.484 -4.932
H -4.567 -3.561 -3.602
H -3.279 0.330 -1.774
C -0.954 1.097 -0.761
O -1.569 2.125 -0.969
N 0.009 1.006 0.191
H 0.532 0.151 0.293
C 0.548 2.166 0.854
C 1.949 2.484 0.342
H 2.353 3.378 0.811
H 1.929 2.619 -0.740
S 3.118 1.114 0.650
C 3.878 1.651 2.230
C 2.872 1.728 3.329
C 2.279 0.559 3.800
C 1.318 0.590 4.791
C 0.928 1.802 5.337
C 1.503 2.977 4.887
C 2.465 2.936 3.890
Cl 3.154 4.441 3.364
H 1.209 3.927 5.303
H 0.177 1.837 6.110
H 0.872 -0.330 5.138
H 2.581 -0.381 3.362
H 4.368 2.606 2.052
H 4.628 0.888 2.437
H -0.123 3.000 0.627
H 0.564 1.998 1.935
H 0.797 -0.937 -1.498
H 0.247 -2.927 -2.750
H -0.386 -4.076 -4.631
H -1.668 -5.311 -4.579
*
```